Computed, not measured: a 11-piece molecular cluster, C44H66O33 overall in a non-equilibrium geometry, with ωB97M-V with the def2-TZVPD basis set.

Calculated values
Maximum force = 6.591 eV Å⁻¹
Structure (SMILES) = C[C@H]1COC(=O)O1.C[C@H]1COC(=O)O1.C[C@H]1COC(=O)O1.C[C@H]1COC(=O)O1.C[C@H]1COC(=O)O1.C[C@H]1COC(=O)O1.C[C@H]1COC(=O)O1.C[C@H]1COC(=O)O1.C[C@H]1COC(=O)O1.C[C@H]1COC(=O)O1.C[C@H]1COC(=O)O1
LUMO level = -0.007 Eh
Energy = -4199.1865 a.u.
Relative energy (zero: lowest compared OMol25 entry of this formula, charge and spin) = 113.5 kcal/mol
Highest occupied orbital energy = -10.426 eV
HOMO-LUMO gap = 10.25 eV

Each line ends with the Mulliken charge.
Atoms and positions in Å:
C (-6.252, 0.431, -3.553)  -1.54
C (-5.248, -0.410, -2.798)  0.92
C (-4.929, 0.086, -1.410)  0.00
O (-5.197, -0.959, -0.521)  -0.01
C (-5.687, -2.014, -1.217)  0.53
O (-5.966, -3.184, -0.778)  -0.63
O (-5.810, -1.703, -2.572)  -0.40
H (-7.106, 0.798, -2.982)  0.40
H (-6.584, 0.002, -4.498)  0.40
H (-5.846, 1.379, -3.908)  0.25
H (-4.373, -0.614, -3.415)  -0.08
H (-5.594, 0.869, -1.045)  0.53
H (-3.897, 0.433, -1.373)  -0.25
C (-3.452, -1.034, 2.192)  -0.91
C (-3.739, 0.446, 2.058)  0.61
C (-5.022, 0.994, 2.672)  -0.46
O (-4.546, 2.153, 3.385)  -0.42
C (-3.184, 2.174, 3.449)  0.10
O (-2.570, 3.062, 4.056)  -0.55
O (-2.694, 1.095, 2.797)  0.56
H (-4.282, -1.541, 1.700)  0.52
H (-3.489, -1.233, 3.263)  0.38
H (-2.464, -1.343, 1.851)  -0.38
H (-3.756, 0.749, 1.011)  -0.31
H (-5.356, 0.278, 3.423)  0.35
H (-5.842, 1.179, 1.979)  0.31
C (0.305, -4.010, -4.158)  -1.67
C (-0.270, -3.000, -3.166)  1.29
C (-1.497, -2.284, -3.683)  -0.66
O (-2.411, -2.246, -2.582)  -0.04
C (-1.958, -3.168, -1.644)  0.58
O (-2.630, -3.567, -0.701)  -0.56
O (-0.788, -3.727, -2.085)  -0.42
H (-0.369, -4.710, -4.652)  0.41
H (1.095, -4.580, -3.667)  0.25
H (0.854, -3.424, -4.895)  0.43
H (0.483, -2.232, -2.989)  -0.21
H (-2.039, -2.778, -4.490)  0.40
H (-1.170, -1.267, -3.898)  0.24
C (2.399, 2.049, -2.909)  -1.58
C (1.225, 3.009, -3.291)  1.83
C (1.400, 4.488, -3.132)  -0.08
O (0.991, 5.038, -4.344)  -0.32
C (0.846, 4.068, -5.240)  0.52
O (0.542, 4.193, -6.438)  -0.61
O (1.019, 2.871, -4.690)  -0.45
H (3.125, 2.093, -3.721)  0.46
H (2.100, 1.002, -2.859)  0.02
H (2.812, 2.125, -1.903)  0.41
H (0.318, 2.744, -2.748)  -0.59
H (2.421, 4.776, -2.884)  0.31
H (0.863, 4.838, -2.250)  0.14
C (-0.611, 5.455, 3.649)  -1.59
C (-0.030, 4.387, 2.667)  1.03
C (-0.743, 4.295, 1.383)  0.24
O (0.299, 4.270, 0.374)  -0.13
C (1.444, 4.516, 0.970)  0.52
O (2.542, 4.707, 0.415)  -0.64
O (1.231, 4.777, 2.263)  -0.43
H (-0.661, 6.422, 3.148)  0.43
H (0.058, 5.601, 4.497)  0.36
H (-1.612, 5.306, 4.055)  0.33
H (0.150, 3.411, 3.119)  -0.13
H (-1.476, 5.096, 1.282)  0.48
H (-1.337, 3.381, 1.392)  -0.42
C (-2.510, 3.361, -3.950)  -0.96
C (-3.319, 4.448, -4.639)  0.47
C (-3.158, 5.819, -4.043)  -0.26
O (-2.648, 6.575, -5.088)  -0.39
C (-2.558, 5.904, -6.249)  0.74
O (-2.381, 6.383, -7.355)  -0.58
O (-2.792, 4.616, -5.994)  -0.40
H (-1.446, 3.583, -4.028)  -0.29
H (-2.620, 2.364, -4.377)  0.36
H (-2.741, 3.200, -2.897)  0.39
H (-4.371, 4.176, -4.727)  0.33
H (-2.317, 5.782, -3.350)  0.18
H (-4.073, 6.167, -3.563)  0.30
C (9.375, -2.632, -0.875)  -1.42
C (8.586, -2.081, 0.308)  0.50
C (9.120, -0.773, 0.861)  -0.47
O (7.962, -0.020, 1.001)  -0.37
C (6.885, -0.611, 0.536)  0.60
O (5.783, -0.068, 0.427)  -0.51
O (7.258, -1.800, -0.023)  -0.27
H (9.595, -1.930, -1.680)  0.38
H (8.864, -3.489, -1.315)  0.32
H (10.308, -3.036, -0.484)  0.40
H (8.670, -2.801, 1.122)  0.20
H (9.773, -0.174, 0.227)  0.28
H (9.661, -0.935, 1.793)  0.30
C (4.480, -4.787, -2.710)  -1.07
C (4.557, -4.506, -1.169)  0.42
C (4.156, -3.124, -0.796)  0.45
O (3.204, -3.269, 0.193)  -0.17
C (2.834, -4.571, 0.268)  0.57
O (2.033, -5.005, 1.042)  -0.57
O (3.519, -5.250, -0.553)  -0.38
H (5.016, -4.049, -3.307)  0.38
H (3.430, -4.825, -3.002)  0.06
H (4.744, -5.823, -2.925)  0.38
H (5.503, -4.784, -0.705)  0.34
H (3.718, -2.590, -1.639)  0.16
H (5.051, -2.626, -0.421)  -0.48
C (-0.024, 0.119, 4.929)  -0.27
C (-0.945, -0.468, 6.023)  0.11
C (-1.408, 0.506, 7.128)  -0.46
O (-2.757, 0.256, 7.292)  -0.39
C (-3.194, -0.246, 6.146)  0.41
O (-4.335, -0.331, 5.808)  -0.58
O (-2.179, -0.758, 5.468)  0.16
H (-0.573, 0.932, 4.454)  -0.26
H (0.208, -0.637, 4.179)  -0.06
H (0.906, 0.546, 5.306)  0.50
H (-0.515, -1.367, 6.464)  0.32
H (-1.276, 1.534, 6.789)  0.22
H (-0.811, 0.443, 8.037)  0.39
C (2.296, 0.086, 0.562)  -1.83
C (0.837, -0.354, 0.310)  1.16
C (-0.159, 0.368, 1.191)  1.52
O (-1.219, 0.573, 0.273)  0.04
C (-0.761, 0.632, -0.980)  0.05
O (-1.382, 1.010, -1.994)  -0.53
O (0.524, 0.147, -0.975)  0.11
H (2.890, -0.128, -0.326)  0.32
H (2.689, -0.334, 1.487)  0.41
H (2.360, 1.173, 0.624)  0.36
H (0.710, -1.435, 0.378)  0.04
H (0.257, 1.280, 1.617)  -0.47
H (-0.623, -0.164, 2.021)  -1.32
C (-0.085, -3.582, 2.259)  -1.34
C (-0.029, -4.632, 3.368)  0.29
C (0.148, -4.042, 4.745)  0.53
O (-0.917, -4.651, 5.438)  -0.40
C (-1.714, -5.419, 4.636)  0.69
O (-2.690, -6.143, 4.946)  -0.61
O (-1.285, -5.213, 3.414)  -0.38
H (-0.820, -2.803, 2.463)  0.36
H (-0.187, -3.891, 1.219)  0.51
H (0.902, -3.120, 2.288)  0.28
H (0.729, -5.400, 3.214)  0.36
H (0.149, -2.953, 4.767)  -0.54
H (1.099, -4.375, 5.161)  0.33